{"formula": "C3H9NO2", "method": "wB97M-V/def2-TZVPD", "spin_multiplicity": 2, "energy_ev": -8833.149, "relative_energy_kj_mol": 34.9, "s_squared": 0.755, "gap_ev": [13.078, 7.746], "total_charge": 1, "symbols": ["O", "C", "O", "H", "C", "N", "C", "H", "H", "H", "H", "H", "H", "H", "H"], "xyz": [[1.4022, -0.6508, -1.3645], [2.1878, -0.9606, -0.4860], [1.9775, -0.9995, 0.7716], [3.2194, -1.2645, -0.7481], [-0.3015, 1.4873, 0.4335], [-0.7371, 0.3463, -0.3975], [-1.4208, -0.7314, 0.3338], [0.4017, 2.0787, -0.1349], [-1.1445, 2.0848, 0.7488], [0.1942, 1.0705, 1.3135], [0.1693, -0.1189, -0.8335], [-1.2543, 0.7014, -1.1999], [-0.7323, -1.1169, 1.0915], [-1.6336, -1.5508, -0.3415], [-2.3280, -0.3754, 0.8132]]}


{"formula": "C27H46N3O5P3W", "method": "wB97M-V/def2-TZVPD", "energy_ev": -73105.168, "relative_energy_kj_mol": 38.5, "gap_ev": 4.842, "total_charge": 4, "symbols": ["W", "O", "C", "C", "N", "C", "C", "O", "O", "C", "C", "O", "O", "H", "H", "H", "H", "H", "H", "H", "H", "H", "C", "P", "C", "N", "C", "C", "C", "C", "C", "C", "N", "C", "P", "C", "C", "C", "C", "C", "C", "C", "C", "C", "H", "H", "H", "H", "H", "H", "H", "H", "H", "H", "H", "H", "H", "H", "H", "H", "H", "H", "H", "H", "H", "H", "H", "H", "H", "H", "H", "H", "C", "P", "C", "C", "H", "H", "H", "H", "H", "H", "H", "H", "H"], "xyz": [[-0.2970, -1.0388, -0.6474], [-1.9703, -0.7313, -2.5844], [-1.8037, -1.6181, -3.7194], [-1.3519, -2.9445, -3.1731], [-0.0824, -2.8118, -2.3803], [1.0172, -2.3788, -3.2831], [1.1828, -0.8752, -3.2868], [1.7540, -0.1731, -4.0215], [0.5604, -0.3183, -2.1187], [0.2367, -4.0980, -1.7301], [0.5687, -3.9408, -0.2686], [1.0868, -4.6285, 0.5019], [0.0657, -2.5948, 0.2200], [-2.1554, 0.1533, -2.9332], [-1.1022, -1.1869, -4.4366], [-2.7588, -1.7458, -4.2310], [-1.2026, -3.6551, -3.9907], [-2.1150, -3.3519, -2.5148], [0.8611, -2.7199, -4.3088], [1.9737, -2.7912, -2.9556], [1.0872, -4.6043, -2.1920], [-0.5984, -4.7996, -1.7888], [2.9619, -0.9839, -0.4851], [1.7631, -0.2851, 0.7057], [1.6731, 1.4560, 0.2020], [2.7959, 2.0756, -0.0724], [2.7138, 3.2511, -0.7239], [3.8838, 3.9826, -1.0142], [3.7766, 5.1491, -1.7173], [2.5152, 5.6252, -2.1720], [1.3629, 4.9393, -1.9145], [1.4288, 3.7414, -1.1723], [0.3005, 3.0701, -0.8717], [0.4141, 1.9651, -0.1653], [-1.1017, 1.2095, 0.5008], [-2.4564, 1.7354, -0.5977], [-1.4608, 2.2989, 2.1594], [-2.6019, 1.7479, 2.9892], [-1.8430, 3.6502, 1.5430], [-0.2012, 2.4480, 2.9883], [2.3125, -0.8845, 2.3907], [1.4065, -0.4731, 3.5403], [3.7024, -0.2252, 2.5646], [2.4233, -2.4076, 2.3291], [3.0749, -0.3053, -1.3273], [2.7132, -1.9932, -0.8185], [3.9246, -1.0605, 0.0250], [4.8363, 3.6019, -0.6714], [4.6623, 5.7292, -1.9417], [2.4825, 6.5520, -2.7298], [0.3967, 5.2930, -2.2479], [-2.1983, 2.7215, -0.9849], [-3.3815, 1.8022, -0.0242], [-2.6186, 1.0608, -1.4275], [-3.5436, 1.6896, 2.4391], [-2.7700, 2.4587, 3.8026], [-2.3647, 0.7935, 3.4553], [-2.8114, 3.6559, 1.0511], [-1.0789, 4.0617, 0.8853], [-1.9291, 4.3309, 2.3942], [-0.0611, 1.5951, 3.6378], [-0.3543, 3.3138, 3.6361], [0.7007, 2.6506, 2.4123], [1.5247, 0.5783, 3.7760], [1.7330, -1.0294, 4.4208], [0.3536, -0.7178, 3.3754], [3.7222, 0.8283, 2.2766], [4.4923, -0.7587, 2.0386], [3.9473, -0.2655, 3.6279], [1.4477, -2.8874, 2.3201], [2.9301, -2.7273, 3.2423], [3.0280, -2.7760, 1.5011], [-4.2356, -1.3263, -0.6428], [-2.7174, -1.8654, 0.1736], [-2.8566, -1.4706, 1.9248], [-2.7966, -3.6805, 0.1637], [-5.0679, -1.6696, -0.0210], [-4.3327, -1.7911, -1.6226], [-4.3060, -0.2466, -0.7458], [-3.6593, -2.0764, 2.3537], [-3.1141, -0.4240, 2.0586], [-1.9323, -1.6962, 2.4596], [-3.7576, -3.9400, 0.6187], [-2.0154, -4.1045, 0.7944], [-2.7935, -4.1372, -0.8227]]}


{"formula": "C19H23N3O6S", "method": "wB97M-V/def2-TZVPD", "energy_ev": -47666.805, "relative_energy_kj_mol": 49.7, "gap_ev": 9.296, "total_charge": 0, "smiles": "CCOC(=O)N1CCN(C(=O)c2ccc(S(=O)(=O)NCc3ccco3)cc2)CC1", "symbols": ["C", "C", "O", "C", "O", "N", "C", "C", "N", "C", "O", "C", "C", "C", "C", "S", "O", "O", "N", "C", "C", "C", "C", "C", "O", "C", "C", "C", "C", "H", "H", "H", "H", "H", "H", "H", "H", "H", "H", "H", "H", "H", "H", "H", "H", "H", "H", "H", "H", "H", "H", "H"], "xyz": [[-6.5809, -1.6900, -0.3377], [-6.5755, -0.5940, 0.7183], [-5.4545, 0.2767, 0.5679], [-4.2959, -0.1588, 1.1074], [-4.1702, -1.2041, 1.7004], [-3.2912, 0.7395, 0.9471], [-1.9483, 0.3822, 1.3448], [-1.0778, 0.1704, 0.0984], [-1.1450, 1.3410, -0.7443], [-0.1129, 2.1277, -1.1307], [-0.2639, 3.0716, -1.8832], [1.2442, 1.7838, -0.5926], [1.5178, 1.8651, 0.7694], [2.7965, 1.6084, 1.2329], [3.7897, 1.2872, 0.3308], [5.4220, 0.8911, 0.9357], [6.4090, 1.7392, 0.3406], [5.3640, 0.7917, 2.3681], [5.6349, -0.6158, 0.2466], [4.9035, -1.7164, 0.8513], [3.8367, -2.1879, -0.0842], [3.8689, -3.1109, -1.0884], [2.5924, -3.0805, -1.7003], [1.8826, -2.1378, -1.0270], [2.6242, -1.5915, -0.0471], [3.5442, 1.2328, -1.0266], [2.2656, 1.4863, -1.4902], [-2.4945, 1.6763, -1.1521], [-3.3605, 1.9031, 0.0917], [-7.4808, -2.2893, -0.2347], [-5.7136, -2.3323, -0.2061], [-6.5553, -1.2551, -1.3342], [-7.4476, 0.0554, 0.6177], [-6.5515, -1.0356, 1.7194], [-2.0022, -0.5327, 1.9361], [-1.5359, 1.1908, 1.9571], [-0.0473, -0.0376, 0.3838], [-1.4766, -0.6861, -0.4613], [0.7368, 2.1375, 1.4636], [3.0409, 1.6481, 2.2825], [6.5857, -0.7957, -0.0249], [4.4513, -1.3419, 1.7746], [5.5724, -2.5447, 1.0935], [4.6941, -3.7387, -1.3539], [2.2568, -3.6778, -2.5227], [0.8792, -1.7809, -1.1423], [4.3528, 0.9918, -1.6976], [2.0466, 1.4555, -2.5466], [-2.4450, 2.5783, -1.7638], [-2.9097, 0.8538, -1.7456], [-4.3959, 2.0841, -0.1893], [-2.9801, 2.7669, 0.6479]]}


{"formula": "C11H10ClNO", "method": "wB97M-V/def2-TZVPD", "energy_ev": -27627.314, "relative_energy_kj_mol": 0.0, "gap_ev": 9.146, "total_charge": 0, "smiles": "Clc1ccc(NCc2ccoc2)cc1", "symbols": ["Cl", "C", "C", "C", "C", "N", "C", "C", "C", "C", "O", "C", "C", "C", "H", "H", "H", "H", "H", "H", "H", "H", "H", "H"], "xyz": [[-1.1389, -4.0078, -2.5791], [-0.6850, -2.9849, -1.1859], [0.4036, -2.2445, -1.3842], [0.5653, -1.2032, -0.4548], [-0.2319, -1.0878, 0.7226], [0.0255, -0.1067, 1.7873], [1.0211, 0.9271, 1.5508], [0.6966, 1.9035, 0.3505], [-0.5697, 2.4649, 0.1287], [-0.3750, 3.2835, -0.9564], [0.9274, 3.3936, -1.3035], [1.5626, 2.4730, -0.5031], [-1.3199, -1.8994, 0.7984], [-1.5207, -2.9177, -0.1191], [1.0903, -2.2630, -2.1541], [1.2803, -0.3822, -0.6255], [-0.7852, 0.2799, 2.1772], [2.0531, 0.5881, 1.5149], [1.0483, 1.4684, 2.4294], [-1.5096, 2.0255, 0.4892], [-1.0391, 3.7876, -1.6042], [2.6597, 2.2599, -0.7883], [-1.8551, -2.1066, 1.7362], [-2.3037, -3.6512, -0.0269]]}


{"formula": "H14O7", "method": "wB97M-V/def2-TZVPD", "energy_ev": -14560.344, "relative_energy_kj_mol": 107.8, "gap_ev": 10.856, "total_charge": 0, "smiles": "O.O.O.O.O.O.O", "symbols": ["O", "H", "H", "O", "H", "H", "O", "H", "H", "O", "H", "H", "O", "H", "H", "O", "H", "H", "O", "H", "H"], "xyz": [[-0.2440, -2.2853, 0.6047], [-0.6054, -3.0375, 1.0820], [-0.9665, -1.9520, 0.0399], [-0.2970, 0.8505, 0.3543], [-0.5333, 1.0953, -0.5598], [-0.1355, -0.1005, 0.3095], [2.5581, -1.9403, 0.0161], [2.8424, -1.5306, 0.8377], [1.6345, -2.1871, 0.1713], [-0.7310, 1.4613, -2.3533], [-1.0123, 2.3731, -2.2105], [0.0642, 1.5308, -2.8940], [-2.0808, -1.5053, -1.3973], [-1.7804, -2.0873, -2.1042], [-2.0472, -0.6184, -1.7777], [-0.7602, 0.7633, 3.1881], [-0.9034, 0.7877, 2.2276], [-1.4424, 1.3294, 3.5588], [2.1709, 2.3149, -0.0828], [2.6097, 2.9727, 0.4637], [1.6596, 1.7654, 0.5257]]}


{"formula": "C2H2O", "method": "wB97M-V/def2-TZVPD", "energy_ev": -4148.683, "relative_energy_kj_mol": 372.2, "gap_ev": [8.824, 8.824], "total_charge": 0, "symbols": ["C", "C", "O", "H", "H"], "xyz": [[1.8897, 1.3171, -1.0947], [-0.0884, -0.6946, 0.5443], [2.4754, 2.2694, -0.8740], [0.9493, -0.9133, 0.7461], [-0.2770, -0.3053, -0.5058]]}